ORCA calculation (ωB97M-V/def2-TZVPD) on C25H51BrClFN8O5P as an isolated structure.

Values from the calculation:
Orbital gap in Ha: 0.3125
Maximum force in eV/Å: 0.554
LUMO level in eV: -2.770
Total charge: +1

The geometry in XYZ format:
```
93
C25H51BrClFN8O5P, DFT ωB97M-V/def2-TZVPD
C -1.60 0.48 2.96
C -0.97 0.80 1.99
C -0.14 1.20 0.86
C -0.35 0.33 -0.40
C -1.70 0.63 -1.09
C -2.51 1.95 -0.83
N -3.47 1.90 -1.93
N -3.31 1.92 0.39
N -1.71 3.17 -0.84
N -0.26 -1.10 0.09
C -1.47 -1.88 0.41
C -1.99 -2.67 -0.79
O -3.17 -3.35 -0.42
C 0.89 -1.36 0.73
N 0.88 -1.88 1.94
N 2.04 -2.21 2.62
C 2.44 -1.21 3.61
C 1.40 -0.88 4.67
N 2.12 -1.03 0.15
P 3.23 -2.35 -0.33
O 4.26 -2.32 0.89
Cl 2.09 -4.08 0.10
C 2.15 0.14 -0.73
F 2.55 1.19 0.04
Br 3.64 0.00 -2.04
C 0.82 0.44 -1.47
C 0.92 1.86 -2.07
N 0.08 2.14 -3.23
C 0.63 -0.70 -2.51
C 1.00 -0.46 -3.99
C 1.58 -1.69 -4.65
O 0.50 -2.57 -4.97
H -2.20 0.25 3.82
H -0.32 2.25 0.64
H 0.89 1.16 1.20
H -1.53 0.57 -2.16
H -2.44 -0.13 -0.89
H -3.00 2.05 -2.82
H -4.14 2.66 -1.80
H -2.86 2.37 1.17
H -3.58 0.98 0.66
H -2.09 3.85 -1.48
H -1.64 3.60 0.07
H -1.27 -2.63 1.18
H -2.26 -1.25 0.81
H -1.26 -3.43 -1.07
H -2.16 -2.02 -1.65
H -3.92 -2.76 -0.49
H -0.02 -2.02 2.39
H 1.92 -3.13 3.04
H 3.33 -1.64 4.09
H 2.78 -0.32 3.08
H 1.86 -0.39 5.52
H 0.64 -0.19 4.27
H 0.89 -1.78 5.02
H 4.73 -3.17 0.96
H 0.70 2.58 -1.28
H 1.96 2.03 -2.35
H -0.47 1.38 -3.59
H 0.63 2.48 -4.01
H -0.40 -1.02 -2.49
H 1.18 -1.58 -2.17
H 0.07 -0.23 -4.52
H 1.66 0.38 -4.14
H 2.12 -1.40 -5.56
H 2.30 -2.19 -3.99
H 0.79 -3.48 -4.90
C 1.18 -0.03 9.48
C -0.23 -0.58 9.32
C -0.13 -1.31 7.99
O 1.21 -1.78 7.89
C 2.02 -1.17 8.91
H 1.45 0.21 10.51
H 1.31 0.88 8.87
H -0.46 -1.28 10.13
H -1.00 0.19 9.32
H -0.34 -0.63 7.15
H -0.81 -2.16 7.92
H 2.24 -1.91 9.68
H 2.95 -0.84 8.46
C -0.45 2.12 -7.94
C -1.41 3.21 -7.45
C -2.08 2.53 -6.27
O -1.11 1.63 -5.72
C 0.00 1.50 -6.62
H 0.38 2.50 -8.53
H -0.99 1.38 -8.53
H -0.84 4.08 -7.11
H -2.12 3.54 -8.21
H -2.95 1.95 -6.59
H -2.40 3.23 -5.49
H 0.86 2.03 -6.20
H 0.25 0.44 -6.70
```

Mulliken population analysis, charges in e, atoms 1 to 4: number 1, C, carries -0.333; number 2, C, carries -1.523; number 3, C, carries -0.495; number 4, C, carries 0.176

***

ORCA calculation (ωB97M-V/def2-TZVPD) on a 7-piece molecular cluster, C25H51NO10S overall at a distorted geometry.

Values from the calculation:
SMILES: O=S1(=O)OCCO1.CNC(C)=O.C1CCOC1.C1CCOC1.C1CCOC1.C1CCOC1.C1CCOC1
Orbital gap in Ha: 0.3625
Maximum force in eV/Å: 3.524
LUMO level in eV: 0.414

The geometry in XYZ format:
```
88
C25H51NO10S, DFT ωB97M-V/def2-TZVPD
C -4.69 0.36 -22.29
C -3.35 0.94 -22.51
O -3.09 1.86 -23.27
N -2.38 0.42 -21.76
C -1.00 0.90 -21.61
H -4.89 -0.54 -22.87
H -5.42 1.10 -22.61
H -4.78 0.18 -21.22
H -2.63 -0.50 -21.42
H -0.37 0.34 -22.30
H -0.68 0.72 -20.58
H -0.80 1.96 -21.78
C -1.58 4.36 -20.71
C -0.14 4.84 -20.57
O -0.23 6.25 -20.19
S -1.76 6.57 -19.56
O -2.28 7.91 -19.78
O -1.95 6.04 -18.18
O -2.41 5.44 -20.53
H -1.79 3.45 -20.16
H -1.80 4.10 -21.75
H 0.23 4.87 -21.59
H 0.45 4.27 -19.85
C -4.84 -2.36 -16.73
C -6.32 -2.40 -16.39
C -7.07 -2.40 -17.78
O -6.11 -2.03 -18.66
C -4.85 -2.50 -18.19
H -4.29 -3.18 -16.28
H -4.43 -1.40 -16.44
H -6.58 -1.59 -15.71
H -6.39 -3.29 -15.76
H -7.88 -1.67 -17.71
H -7.52 -3.32 -18.14
H -3.97 -2.01 -18.59
H -4.88 -3.56 -18.47
C -5.56 0.32 -12.38
C -5.44 1.76 -12.84
C -3.95 2.00 -12.75
O -3.34 0.78 -12.20
C -4.23 -0.31 -12.43
H -6.28 -0.28 -12.94
H -5.91 0.40 -11.35
H -6.05 2.33 -12.13
H -5.77 1.95 -13.86
H -3.67 2.86 -12.14
H -3.57 2.16 -13.76
H -4.13 -1.13 -11.71
H -3.84 -0.66 -13.38
C 0.37 -0.30 -16.14
C 0.16 1.19 -16.53
C -0.41 1.06 -17.91
O -0.55 -0.37 -18.14
C -0.64 -1.07 -16.92
H 0.39 -0.32 -15.05
H 1.39 -0.64 -16.33
H 1.09 1.75 -16.49
H -0.54 1.65 -15.84
H 0.16 1.69 -18.59
H -1.41 1.51 -17.98
H -0.39 -2.11 -17.11
H -1.62 -1.15 -16.43
C -9.59 4.33 -19.40
C -9.42 5.75 -18.81
C -9.89 6.58 -19.98
O -11.06 5.86 -20.54
C -10.69 4.49 -20.50
H -9.82 3.63 -18.59
H -8.63 4.09 -19.86
H -8.35 5.89 -18.66
H -9.99 6.06 -17.92
H -9.15 6.75 -20.76
H -10.16 7.61 -19.76
H -10.36 4.32 -21.53
H -11.46 3.72 -20.44
C -4.50 2.53 -18.38
C -6.00 2.11 -18.55
C -6.44 1.89 -17.09
O -5.50 2.45 -16.26
C -4.58 3.20 -16.98
H -4.08 3.14 -19.18
H -3.83 1.67 -18.34
H -6.00 1.25 -19.21
H -6.51 2.98 -18.97
H -6.27 0.82 -17.06
H -7.48 2.14 -16.87
H -3.59 3.30 -16.53
H -5.02 4.20 -16.93
```

Mulliken population analysis, charges in e, atoms 1 to 4: number 1, C, carries -0.903; number 2, C, carries 0.781; number 3, O, carries -0.662; number 4, N, carries -0.113

***

ORCA calculation (ωB97M-V/def2-TZVPD) on a 3-piece molecular cluster, C25H53BBrNO11P2S2 overall at a distorted geometry.

Values from the calculation:
SMILES: O=C(Br)CB(CCCO)CCCSC(=S)N1CCOCC1.CCOP(=O)(OCC)OCC.CCOP(=O)(OCC)OCC
Orbital gap in Ha: 0.2408
Maximum force in eV/Å: 9.236
LUMO level in eV: -1.847

The geometry in XYZ format:
```
96
C25H53BBrNO11P2S2, DFT ωB97M-V/def2-TZVPD
O -0.35 2.00 -0.32
C -0.54 0.80 -0.06
Br 0.57 0.01 1.43
C -1.57 -0.15 -0.87
B -0.59 -1.22 -1.68
C -0.87 -2.80 -1.45
C -1.23 -3.63 -2.78
C -2.26 -4.85 -2.55
O -1.78 -5.96 -3.39
C 0.57 -0.55 -2.59
C 0.94 -1.34 -3.93
C -0.02 -1.09 -5.18
S -1.36 0.16 -4.96
C -0.79 1.85 -5.50
S -0.16 2.88 -4.33
N -0.96 2.17 -6.92
C 0.25 2.78 -7.54
C 0.27 4.39 -7.54
O -0.74 5.01 -6.72
C -2.07 4.53 -7.02
C -2.20 2.94 -7.21
H -2.05 0.53 -1.65
H -2.32 -0.66 -0.18
H -0.02 -3.28 -0.84
H -1.80 -2.87 -0.76
H -1.52 -2.91 -3.60
H -0.24 -4.12 -3.12
H -3.29 -4.48 -2.86
H -2.18 -5.18 -1.47
H -2.29 -5.88 -4.23
H 1.53 -0.56 -1.93
H 0.34 0.57 -2.74
H 1.07 -2.47 -3.77
H 2.00 -0.97 -4.24
H -0.45 -2.09 -5.56
H 0.64 -0.72 -6.06
H 1.16 2.31 -7.01
H 0.29 2.40 -8.62
H 0.24 4.77 -8.63
H 1.29 4.71 -7.13
H -2.51 5.05 -7.95
H -2.77 4.84 -6.16
H -3.11 2.53 -6.64
H -2.44 2.76 -8.32
O -0.64 -4.01 2.50
P 0.08 -5.11 3.28
O -1.20 -6.16 3.27
C -1.52 -6.82 2.06
C -0.44 -7.80 1.64
O -0.16 -4.37 4.75
C -0.08 -2.94 4.82
C -1.47 -2.35 4.83
O 1.00 -6.31 4.09
C 0.74 -6.78 5.41
C -0.46 -7.70 5.54
H -1.71 -6.09 1.27
H -2.45 -7.37 2.23
H 0.49 -7.27 1.40
H -0.74 -8.36 0.76
H -0.21 -8.50 2.44
H 0.52 -2.55 3.99
H 0.45 -2.68 5.74
H -2.12 -2.79 4.08
H -1.43 -1.27 4.67
H -1.95 -2.53 5.80
H 0.69 -5.96 6.13
H 1.63 -7.36 5.69
H -1.40 -7.15 5.48
H -0.45 -8.21 6.51
H -0.47 -8.46 4.75
O 3.98 5.90 3.33
P 2.67 5.12 3.52
O 2.03 5.52 2.05
C 2.58 4.90 0.89
C 2.30 3.41 0.86
O 1.98 6.29 4.47
C 2.79 7.03 5.39
C 3.11 8.40 4.82
O 1.30 4.14 3.82
C -0.03 4.63 3.98
C -0.70 5.09 2.70
H 3.65 5.10 0.83
H 2.10 5.37 0.02
H 2.81 2.90 1.68
H 2.64 2.97 -0.08
H 1.23 3.21 0.97
H 3.70 6.47 5.63
H 2.23 7.14 6.32
H 3.43 8.35 3.77
H 3.90 8.89 5.40
H 2.22 9.03 4.84
H -0.09 5.40 4.75
H -0.60 3.79 4.37
H -0.32 6.05 2.36
H -1.77 5.21 2.86
H -0.56 4.36 1.89
```

Mulliken population analysis, charges in e, atoms 1 to 4: number 1, O, carries -0.452; number 2, C, carries 0.318; number 3, Br, carries -0.190; number 4, C, carries -0.258

***

ORCA calculation (ωB97M-V/def2-TZVPD) on a 6-piece molecular cluster, C25H53N6O6 overall at a distorted geometry.

Values from the calculation:
Orbital gap in Ha: 0.2664
Maximum force in eV/Å: 4.980
LUMO level in eV: -3.739
Total charge: +1

The geometry in XYZ format:
```
90
C25H53N6O6, DFT ωB97M-V/def2-TZVPD
C 3.94 6.44 -0.65
C 4.26 5.22 -1.48
C 3.73 3.68 -1.10
C 2.54 3.50 -2.27
C 1.58 2.51 -1.39
C 1.64 3.29 0.05
C 0.46 3.36 1.18
C -0.98 3.54 0.41
C -1.46 5.10 0.21
C -1.08 5.75 -1.25
O -2.21 5.64 -2.23
N 2.87 3.89 0.13
H 3.31 7.35 -1.02
H 4.28 6.42 0.48
H 4.88 5.34 -2.47
H 4.54 2.83 -1.12
H 1.91 4.51 -2.27
H 2.84 3.02 -3.29
H 2.21 1.53 -1.24
H 0.56 2.13 -1.82
H 0.63 4.36 1.80
H 0.49 2.48 1.96
H -1.80 3.02 1.10
H -1.06 3.02 -0.63
H -1.08 5.81 1.06
H -2.65 5.09 0.27
H -0.90 6.91 -1.12
H -0.12 5.31 -1.75
H -1.91 5.04 -2.99
H 3.03 4.40 1.03
C 2.12 -2.47 -2.04
C 2.99 -1.25 -1.97
O 2.70 -0.21 -2.55
N 4.14 -1.32 -1.24
C 4.66 -2.44 -0.49
H 1.24 -2.27 -2.66
H 2.67 -3.30 -2.49
H 1.78 -2.74 -1.03
H 4.67 -0.46 -1.24
H 4.76 -2.13 0.56
H 5.64 -2.69 -0.88
H 4.01 -3.32 -0.55
C -2.72 -1.81 -1.46
C -1.64 -0.92 -0.90
O -0.51 -1.35 -0.66
N -1.94 0.39 -0.67
C -3.19 1.07 -0.88
H -2.33 -2.82 -1.59
H -3.56 -1.85 -0.76
H -3.05 -1.43 -2.43
H -1.16 0.92 -0.30
H -3.02 1.89 -1.58
H -3.52 1.48 0.07
H -3.96 0.41 -1.28
C -0.35 -5.04 -0.97
C 0.89 -5.73 -1.47
O 1.68 -5.18 -2.22
N 1.12 -7.01 -1.06
C 0.31 -7.83 -0.19
H -0.40 -4.03 -1.37
H -1.24 -5.59 -1.29
H -0.33 -4.98 0.12
H 1.97 -7.41 -1.44
H 0.93 -8.12 0.67
H 0.02 -8.73 -0.74
H -0.58 -7.32 0.16
C -7.85 0.14 0.94
C -6.61 -0.55 0.44
O -5.82 0.01 -0.31
N -6.38 -1.83 0.85
C -7.19 -2.65 1.72
H -7.90 1.15 0.53
H -8.74 -0.41 0.62
H -7.83 0.21 2.03
H -5.53 -2.23 0.47
H -6.57 -2.94 2.58
H -7.48 -3.55 1.17
H -8.08 -2.13 2.07
C 3.98 -1.29 4.99
C 4.09 -1.01 3.52
O 5.15 -1.13 2.91
N 2.97 -0.61 2.85
C 1.64 -0.42 3.38
H 4.96 -1.60 5.38
H 3.66 -0.39 5.52
H 3.27 -2.10 5.16
H 3.12 -0.44 1.87
H 0.96 -1.08 2.85
H 1.35 0.62 3.20
H 1.58 -0.63 4.45
```

Mulliken population analysis, charges in e, atoms 1 to 4: number 1, C, carries -0.654; number 2, C, carries -0.413; number 3, C, carries 0.087; number 4, C, carries -0.672

***

ORCA calculation (ωB97M-V/def2-TZVPD) on a 3-piece molecular cluster, C25H54BrN3O6SSi overall.

Values from the calculation:
SMILES: CC(C)C[Si@](CC(=O)Br)(N=C=S)OC[C@@H](C)C(C)C.COCCNCCOC.COCCNCCOC
Orbital gap in Ha: 0.3311
Maximum force in eV/Å: 0.878
LUMO level in eV: 0.471

The geometry in XYZ format:
```
91
C25H54BrN3O6SSi, DFT ωB97M-V/def2-TZVPD
C 5.17 4.19 1.03
C 3.91 5.05 0.93
C 3.36 5.38 2.32
C 2.80 4.48 0.02
Si 2.44 2.65 0.16
C 0.55 2.47 0.20
C 0.06 1.11 -0.07
O -0.36 0.70 -1.09
Br 0.14 -0.11 1.47
N 3.08 1.95 1.64
C 3.56 0.85 1.57
S 4.16 -0.58 1.52
O 3.06 1.79 -1.09
C 2.62 2.13 -2.41
C 3.73 2.61 -3.36
C 5.06 2.87 -2.66
C 3.89 1.64 -4.56
C 4.78 0.45 -4.26
C 4.36 2.40 -5.80
H 5.34 3.57 0.15
H 5.16 3.56 1.92
H 6.04 4.84 1.12
H 4.21 6.00 0.48
H 4.19 5.57 3.00
H 2.77 4.56 2.71
H 2.75 6.28 2.26
H 1.87 5.00 0.28
H 3.00 4.75 -1.02
H 0.09 3.11 -0.55
H 0.21 2.78 1.19
H 2.15 1.25 -2.84
H 1.83 2.89 -2.36
H 3.41 3.57 -3.78
H 5.29 2.09 -1.94
H 5.07 3.82 -2.12
H 5.88 2.91 -3.37
H 2.90 1.25 -4.79
H 5.83 0.73 -4.15
H 4.45 -0.08 -3.37
H 4.73 -0.25 -5.10
H 4.47 1.73 -6.65
H 5.32 2.90 -5.62
H 3.64 3.16 -6.08
C -3.61 -0.94 -0.09
O -4.78 -1.20 0.65
C -4.56 -1.36 2.04
C -5.16 -0.21 2.82
N -4.44 1.03 2.58
C -5.07 2.23 3.12
C -6.43 2.64 2.57
O -6.41 3.06 1.22
C -6.52 2.04 0.25
H -3.86 -0.99 -1.15
H -3.21 0.06 0.12
H -2.83 -1.68 0.12
H -3.50 -1.46 2.26
H -5.06 -2.29 2.35
H -5.12 -0.44 3.89
H -6.22 -0.14 2.54
H -4.31 1.15 1.58
H -4.38 3.06 2.95
H -5.15 2.11 4.20
H -6.76 3.50 3.15
H -7.18 1.86 2.71
H -7.13 1.21 0.61
H -5.54 1.65 -0.05
H -6.99 2.47 -0.63
C -2.64 -7.84 -0.27
O -1.64 -7.08 -0.92
C -2.03 -5.77 -1.29
C -1.30 -4.73 -0.47
N -1.72 -4.74 0.92
C -0.92 -3.90 1.81
C 0.56 -4.24 1.99
O 0.80 -5.45 2.67
C 0.82 -6.61 1.87
H -2.27 -8.86 -0.17
H -2.87 -7.45 0.73
H -3.57 -7.86 -0.85
H -3.12 -5.64 -1.18
H -1.78 -5.63 -2.34
H -1.51 -3.74 -0.89
H -0.22 -4.91 -0.60
H -1.69 -5.70 1.26
H -1.39 -3.94 2.79
H -1.00 -2.87 1.46
H 0.99 -3.45 2.62
H 1.11 -4.21 1.04
H 1.19 -6.40 0.86
H -0.17 -7.07 1.79
H 1.48 -7.33 2.34
```

Mulliken population analysis, charges in e, atoms 1 to 4: number 1, C, carries -1.612; number 2, C, carries 0.576; number 3, C, carries -1.585; number 4, C, carries -0.762